Entry 1:
36
Properties=species:S:1:pos:R:3:nbo_charge:R:1 method="wB97M-V/def2-TZVPD" charge=0 e_above_lowest_ev=0.0820 mol_weight_g_mol=393.10 total_energy_ha=-2663.4255 e_homo_ev=-7.52
O 0.931 2.518 1.325 -0.4367
C 0.049 1.712 1.691 0.4033
C -1.247 1.544 0.908 0.4625
O -1.317 1.889 -0.278 -0.4309
C -2.371 0.930 1.585 -0.1500
Cl -3.798 0.788 0.674 0.1092
C -2.293 0.475 2.888 -0.0628
Cl -3.666 -0.225 3.629 0.1031
C -1.052 0.554 3.607 -0.0500
Cl -1.008 0.068 5.245 0.1084
C 0.091 1.056 2.993 -0.1508
Cl 1.595 1.057 3.794 0.0949
C -2.647 -1.877 -1.153 -0.2305
C -1.975 -2.181 0.032 -0.2066
C -0.660 -1.756 0.231 -0.2811
C -0.050 -0.970 -0.750 0.0711
C 1.344 -0.404 -0.540 -0.0705
C 2.420 -0.950 -1.517 -0.3991
C 3.261 0.268 -1.942 -0.4144
C 2.447 1.503 -1.524 -0.1959
N 1.378 1.004 -0.733 -0.6738
C -0.690 -0.705 -1.957 -0.2235
C -2.002 -1.145 -2.155 -0.1988
H -3.678 -2.198 -1.296 0.2154
H -2.482 -2.739 0.822 0.2118
H -0.103 -1.996 1.139 0.2134
H 1.660 -0.616 0.498 0.1561
H 3.023 -1.713 -1.017 0.2146
H 1.950 -1.404 -2.400 0.2084
H 4.212 0.277 -1.402 0.2050
H 3.458 0.273 -3.018 0.2115
H 3.015 2.223 -0.919 0.1760
H 2.054 2.037 -2.406 0.1648
H 0.827 1.711 -0.257 0.4092
H -0.165 -0.117 -2.713 0.2219
H -2.511 -0.889 -3.083 0.2147

Entry 2:
16
Properties=species:S:1:pos:R:3:nbo_charge:R:1 method="wB97M-V/def2-TZVPD" charge=0 e_above_lowest_ev=1.8664 mol_weight_g_mol=153.16 total_energy_ha=-872.3553 e_homo_ev=-9.73
C 1.241 -1.811 0.027 -0.8126
S 0.974 0.034 0.370 2.1136
O 0.708 0.352 1.673 -0.9457
O 2.015 0.728 -0.280 -0.9685
C -0.630 0.579 -0.694 -0.3231
N -0.940 1.983 -0.379 -0.8586
C -1.528 -0.340 0.114 0.7488
O -1.585 -1.534 -0.009 -0.5967
O -2.202 0.268 1.037 -0.6589
H 0.326 -2.037 -0.365 0.2594
H 1.992 -1.923 -0.734 0.2394
H 1.633 -2.201 1.044 0.2548
H -0.281 0.380 -1.673 0.2459
H -0.518 2.270 0.532 0.3850
H -0.545 2.581 -1.128 0.3953
H -2.146 1.262 1.151 0.5218

Entry 3:
59
Properties=species:S:1:pos:R:3:nbo_charge:R:1 method="wB97M-V/def2-TZVPD" charge=0 e_above_lowest_ev=0.1853 mol_weight_g_mol=495.45 total_energy_ha=-1806.2352 e_homo_ev=-7.67
O -0.573 -2.502 -2.973 -0.5831
C 0.291 -1.836 -2.454 0.6536
C 1.762 -2.300 -2.422 -0.1733
O 2.271 -2.378 -1.089 -0.4858
C 2.821 -1.293 -0.568 0.8179
O 2.924 -0.232 -1.132 -0.6221
C 3.302 -1.543 0.854 -0.3285
N 3.028 -0.366 1.643 -0.4671
C 1.804 0.255 1.618 0.7397
O 0.858 -0.156 0.993 -0.6082
C 1.877 1.483 2.498 -0.3030
C 0.819 1.356 3.611 -0.4446
C 1.248 0.315 4.599 -0.1835
C 2.494 0.332 5.045 -0.1946
C 3.428 1.391 4.548 -0.4395
C 3.319 1.509 3.015 -0.3125
C 3.985 0.301 2.386 0.7227
O 5.123 -0.064 2.498 -0.5665
N 0.112 -0.637 -1.857 -0.6280
C -1.121 0.029 -1.723 0.0828
C -1.135 1.387 -1.980 -0.1677
C -2.327 2.099 -1.979 -0.1988
C -2.285 3.572 -2.226 0.9785
F -1.682 4.242 -1.216 -0.3347
F -1.588 3.897 -3.333 -0.3290
F -3.495 4.129 -2.366 -0.3238
C -3.524 1.430 -1.750 -0.1625
C -3.508 0.087 -1.448 -0.2740
C -2.313 -0.646 -1.362 0.2784
N -2.292 -1.953 -0.965 -0.4384
C -3.448 -2.815 -1.044 -0.2429
C -4.111 -2.967 0.331 -0.0806
O -3.181 -3.447 1.277 -0.5255
C -2.064 -2.593 1.366 -0.0747
C -1.345 -2.435 0.018 -0.2679
H 2.376 -1.612 -3.013 0.2175
H 1.819 -3.310 -2.830 0.2256
H 4.386 -1.697 0.867 0.2714
H 2.795 -2.421 1.261 0.2373
H 1.641 2.357 1.885 0.2512
H 0.723 2.322 4.114 0.2233
H -0.141 1.108 3.159 0.2395
H 0.529 -0.424 4.915 0.2150
H 2.865 -0.392 5.753 0.2166
H 3.158 2.354 4.992 0.2221
H 4.461 1.168 4.813 0.2403
H 3.857 2.403 2.691 0.2505
H 0.930 -0.085 -1.630 0.4338
H -0.209 1.892 -2.216 0.2236
H -4.458 1.969 -1.780 0.2286
H -4.446 -0.399 -1.230 0.2120
H -4.152 -2.442 -1.786 0.2142
H -3.092 -3.799 -1.370 0.2082
H -4.919 -3.700 0.298 0.1946
H -4.513 -1.997 0.665 0.1592
H -1.398 -3.042 2.105 0.1913
H -2.380 -1.598 1.720 0.1610
H -0.527 -1.731 0.150 0.2523
H -0.955 -3.406 -0.306 0.1979

Entry 4:
102
Properties=species:S:1:pos:R:3:mulliken_charge:R:1 method="wB97M-V/def2-TZVPD" charge=0 mol_weight_g_mol=769.97 total_energy_ha=-3911.9793 e_homo_ev=-10.16
C 4.159 -0.778 4.048 -0.5736
C 3.452 0.651 3.775 0.6774
O 4.008 1.686 4.250 -0.5649
O 2.241 0.789 3.005 -0.3718
C 2.652 1.162 1.636 -0.1778
C 1.768 0.363 0.532 0.4780
C 2.674 -0.035 -0.755 -0.3246
C 3.892 -1.033 -0.372 1.5980
C 5.402 -0.446 -0.516 -1.1474
C 5.531 0.154 -1.993 -0.7816
C 5.748 1.737 -2.119 0.3999
C 4.886 2.212 -3.429 -1.2480
C 5.225 2.632 -0.894 -1.2323
O 3.721 -1.709 0.902 -0.3564
C 2.858 -2.830 0.727 0.2278
O 2.493 -3.634 1.614 -0.6130
O 2.518 -2.861 -0.677 -0.3593
C 3.712 -2.336 -1.329 -0.1566
N 4.702 -3.452 -1.172 -0.6926
H 4.793 -0.623 5.000 0.3243
H 3.393 -1.594 4.312 0.2533
H 4.857 -1.089 3.192 0.0738
H 3.775 0.898 1.542 -0.0566
H 2.597 2.306 1.472 0.3279
H 0.880 1.038 0.172 0.2004
H 1.258 -0.571 0.990 -0.4604
H 3.031 0.951 -1.206 -0.2862
H 1.939 -0.512 -1.513 0.1262
H 5.704 0.244 0.337 0.3742
H 6.081 -1.381 -0.427 0.4500
H 4.642 -0.134 -2.675 0.2645
H 6.453 -0.350 -2.483 0.2982
H 6.850 1.978 -2.348 0.4774
H 5.349 3.173 -3.837 0.3840
H 4.943 1.385 -4.234 0.3142
H 3.784 2.346 -3.100 0.2044
H 6.156 3.063 -0.360 0.2400
H 4.673 3.547 -1.327 0.3665
H 4.501 2.118 -0.180 0.3220
H 3.701 -2.178 -2.459 0.4370
H 5.508 -3.304 -1.815 0.2761
H 4.228 -4.289 -1.579 0.2851
C -0.897 -2.530 2.212 -0.5978
C -0.573 -3.960 2.608 -0.3665
O -0.778 -4.175 4.005 -0.2557
S -2.293 -4.334 4.547 1.1969
C -1.889 -4.928 6.166 -0.9358
O -2.943 -5.391 3.815 -0.6418
O -2.884 -3.028 4.677 -0.6057
H -1.965 -2.325 2.317 0.4997
H -0.619 -2.346 1.171 0.0176
H -0.367 -1.821 2.854 0.2327
H -1.152 -4.675 2.018 0.3177
H 0.483 -4.154 2.408 0.1925
H -1.404 -5.900 6.076 0.3110
H -2.818 -5.023 6.729 0.3747
H -1.232 -4.208 6.652 0.3061
C -4.807 3.160 -2.110 -1.2126
C -4.192 1.878 -1.582 -0.4047
O -3.063 1.478 -2.363 -0.0816
S -1.665 2.265 -2.165 1.1377
C -0.639 1.128 -3.056 -0.7625
O -1.296 2.222 -0.770 -0.5552
O -1.715 3.501 -2.902 -0.6443
H -4.130 4.006 -1.976 0.2852
H -5.737 3.386 -1.584 0.3944
H -5.013 3.078 -3.180 0.3255
H -3.918 1.975 -0.528 0.4017
H -4.928 1.073 -1.653 0.3301
H -0.626 0.174 -2.530 0.0531
H 0.366 1.548 -3.099 0.3320
H -1.036 1.011 -4.064 0.3941
C -2.808 -4.374 -5.759 -0.9815
C -3.624 -4.537 -4.489 -0.3390
O -3.032 -3.841 -3.392 -0.2471
S -3.189 -2.232 -3.323 1.2509
C -2.627 -2.024 -1.656 -0.8749
O -4.588 -1.896 -3.384 -0.6715
O -2.224 -1.629 -4.207 -0.6044
H -2.831 -3.341 -6.111 0.2921
H -3.203 -5.010 -6.554 0.3904
H -1.761 -4.632 -5.582 0.2486
H -4.658 -4.215 -4.638 0.3210
H -3.650 -5.594 -4.214 0.2715
H -3.330 -2.512 -0.982 0.4418
H -2.588 -0.954 -1.448 0.2273
H -1.632 -2.457 -1.563 0.2597
C -2.010 5.055 1.697 -0.8655
C -2.751 5.846 2.759 -0.4365
O -4.161 5.824 2.537 -0.2564
S -4.982 4.482 2.917 1.1426
C -6.607 5.174 2.792 -0.9720
O -4.725 4.151 4.295 -0.6482
O -4.815 3.517 1.861 -0.4954
H -2.234 3.988 1.773 0.2592
H -0.931 5.180 1.804 0.4319
H -2.309 5.376 0.696 0.2217
H -2.511 5.483 3.762 0.3333
H -2.438 6.891 2.709 0.2694
H -6.729 5.935 3.561 0.3325
H -7.326 4.368 2.943 0.3709
H -6.733 5.601 1.797 0.3115

Entry 5:
18
Properties=species:S:1:pos:R:3:nbo_charge:R:1 method="wB97M-V/def2-TZVPD" charge=0 e_above_lowest_ev=2.6255 mol_weight_g_mol=101.15 total_energy_ha=-327.0349 e_homo_ev=-9.09
C 1.774 1.527 -0.356 0.0144
N 1.080 0.529 -0.051 -0.4810
C -0.118 0.329 0.609 0.1463
C -0.648 1.307 1.353 -0.4011
C -0.784 -1.018 0.487 -0.4456
C -2.154 -0.892 -0.110 -0.6078
H 2.823 1.318 -0.615 0.1805
H 1.576 2.602 -0.362 0.1509
H -1.547 1.321 1.960 0.2041
H -0.158 2.266 1.496 0.1908
H -0.161 -1.647 -0.172 0.2162
H -0.746 -1.551 1.445 0.2253
H -2.870 -1.726 -0.107 0.2177
H -2.727 -0.096 0.376 0.2068
H -2.137 -0.689 -1.181 0.2089
O 2.694 -1.268 -1.562 -0.9615
H 2.064 -1.463 -2.258 0.4530
H 2.039 -0.850 -0.950 0.4820